[1]
DFT (ωB97M-V/def2-TZVPD) results for a structure of composition C21H28NPW in a non-equilibrium geometry.

Geometry as ORCA input:
```
! wB97M-V def2-TZVPD RIJCOSX def2/J DEFGRID3
* xyz 2 3
C -0.4077 -4.5495 1.1913
C 0.4162 -3.5633 1.7390
C 0.6594 -2.3783 1.0324
C 0.0763 -2.1880 -0.2310
C -0.8621 -3.1287 -0.7159
C -1.0503 -4.3375 -0.0330
C 1.4778 -1.2622 1.6087
C 2.4306 -0.5572 0.6206
N 2.6315 -1.3221 -0.7285
W 0.6177 -0.4086 -1.2710
C -1.6223 -2.7948 -1.9565
P -1.4014 -0.9501 -2.3617
H 0.8909 -3.7129 2.7124
H -1.7129 -5.0978 -0.4528
H -0.5625 -5.4840 1.7272
H -2.7054 -2.9862 -1.8636
H -1.2826 -3.3589 -2.8420
H 0.8452 -0.4753 2.0440
H 2.0974 -1.6414 2.4344
H 2.2561 0.5219 0.4487
C -3.0152 -0.3232 -1.7833
C -1.6375 -1.0121 -4.1729
H 3.4161 -0.5656 1.1047
C 4.1962 -1.2477 -0.8504
C 2.3678 -1.1514 -2.3057
H -0.8105 0.7618 -2.5090
H 4.4532 -0.2409 -1.1877
H 4.6517 -1.4848 0.1180
H 4.5160 -2.0061 -1.5771
H 3.2811 -1.6541 -2.7296
H 1.6341 -1.8735 -2.7430
H 2.4968 -0.1555 -2.7512
H -2.7068 -0.9399 -4.4088
H -1.1127 -0.1620 -4.6218
H -1.2315 -1.9469 -4.5762
H -3.7396 -0.3635 -2.6067
H -3.3703 -0.9265 -0.9409
H -2.8984 0.7123 -1.4503
H 2.5617 -2.3291 -0.4864
C -0.0648 0.9606 0.0370
C -0.3870 1.5820 1.1004
C -0.7899 2.3116 2.2276
C 0.0517 2.4124 3.3712
C -0.3781 3.1073 4.4983
C -1.6390 3.7190 4.5201
C -2.4723 3.6349 3.3944
C -2.0595 2.9433 2.2593
H 1.0339 1.9335 3.3506
H 0.2728 3.1745 5.3706
H -1.9723 4.2600 5.4088
H -3.4515 4.1122 3.4062
H -2.7055 2.8708 1.3821
*
```

Calculated values
Energy above the lowest of the compared OMol25 structures with the same formula, charge and spin (kJ/mol): 339.45
LUMO energy (alpha / beta) (eV): -7.54 / -7.74
Max |F| (eV/Å): 6.35
Calculated total energy (eV): -34811.13216
HOMO level (alpha / beta) (eV): -13.16 / -13.89

---

[2]
DFT (ωB97M-V/def2-TZVPD) results for a cluster of 7 separate species, C21H28O21 in total in a non-equilibrium geometry.

Geometry as ORCA input:
```
! wB97M-V def2-TZVPD RIJCOSX def2/J DEFGRID3
* xyz 0 1
C 4.1126 -7.2538 -7.7403
C 4.8874 -6.1056 -8.3162
O 5.7720 -5.8601 -7.2094
C 5.0746 -6.0828 -6.0974
O 5.4508 -5.7384 -4.9803
O 4.0007 -6.7216 -6.3847
H 4.5420 -8.2489 -7.8562
H 3.1743 -7.1878 -8.2910
H 4.3539 -5.2490 -8.7281
H 5.5405 -6.5498 -9.0673
C -2.9237 -8.5080 3.2651
C -3.7479 -9.0886 4.3524
O -3.3981 -8.4187 5.4961
C -2.6080 -7.3207 5.1354
O -2.3049 -6.3593 5.8870
O -2.3783 -7.3535 3.8269
H -3.5832 -8.2963 2.4235
H -2.1595 -9.2154 2.9430
H -3.4857 -10.1442 4.4232
H -4.8239 -8.9374 4.2651
C -6.0703 7.3169 3.6614
C -5.6907 5.8784 3.2551
O -6.4344 5.0311 4.1017
C -7.4021 5.8346 4.7316
O -8.2537 5.4180 5.5507
O -7.2341 7.1546 4.3525
H -6.1668 7.9313 2.7662
H -5.4115 7.7274 4.4267
H -4.6500 5.7642 3.5584
H -5.7217 5.8114 2.1676
C 3.0639 7.3276 -6.0693
C 2.2208 8.5516 -6.1531
O 3.0741 9.4985 -6.5723
C 4.3370 9.1565 -6.2378
O 5.3341 9.7904 -6.3832
O 4.3207 7.9232 -5.8131
H 3.0020 6.8258 -7.0350
H 2.8099 6.6668 -5.2405
H 1.7007 8.7205 -5.2102
H 1.4867 8.4288 -6.9494
C 0.3405 -0.8756 0.5320
C 1.6165 -0.6345 -0.2300
O 1.4549 0.7053 -0.6953
C 0.3226 1.2991 -0.3515
O -0.0536 2.4765 -0.6215
O -0.2424 0.4047 0.5776
H 0.5803 -1.3345 1.4911
H -0.3696 -1.5304 0.0269
H 1.6366 -1.3376 -1.0627
H 2.5485 -0.7767 0.3169
C -7.9406 -2.6924 0.5364
C -8.0827 -1.4562 1.3942
O -8.5170 -2.0045 2.6197
C -8.4031 -3.3238 2.5989
O -8.5218 -4.0258 3.5799
O -8.0508 -3.7185 1.3940
H -7.0067 -2.6295 -0.0222
H -8.7862 -2.6787 -0.1512
H -8.8188 -0.7882 0.9469
H -7.1550 -0.9354 1.6311
C 9.8055 2.9162 4.5829
C 8.5773 2.1140 4.7173
O 7.9058 2.3153 3.4846
C 8.4587 3.3897 2.8523
O 7.9967 3.8292 1.7806
O 9.4876 3.8454 3.6217
H 10.6888 2.4342 4.1638
H 9.9799 3.4322 5.5270
H 8.0122 2.4122 5.6005
H 8.7258 1.0503 4.9033
*
```

Calculated values
Energy above the lowest of the compared OMol25 structures with the same formula, charge and spin (kJ/mol): 430.92
LUMO energy (eV): 0.32
Max |F| (eV/Å): 5.97
Calculated total energy (eV): -65224.44641
HOMO level (eV): -10.84

---

Which of these has the highest energy above the lowest of the compared OMol25 structures with the same formula, charge and spin? C21H28O21

---

Number 2 is which compound? C21H28O21

---

Number 2 is which compound? C21H28O21